Entry 1:
This record from OMol25 describes a 2-piece molecular cluster, C2H8OP4 overall at a distorted geometry. The level of theory is wB97M-V/def2-TZVPD.

Output
LUMO level (alpha / beta) = 0.010 / -1.273 eV
E_tot = -41401.548 eV
HOMO-LUMO gap (alpha / beta) = 7.7 / 5.7 eV
energy above the lowest of the compared OMol25 structures with the same formula, charge and spin = 2.381 eV
HOMO level (alpha / beta) = -0.2842 / -0.2554 Ha

Cartesian coordinates (Å):
1 H -2.746 -1.867 -0.159
2 C 0.952 -0.152 1.911
3 P -2.832 -0.882 -1.112
4 P -1.132 0.367 -0.907
5 H 0.294 0.683 1.818
6 H 1.169 -0.332 3.013
7 H -1.514 0.930 -2.193
8 P 0.256 -1.073 -1.710
9 H 2.845 -1.070 -1.593
10 C 0.062 -1.258 1.643
11 H 1.759 -0.071 1.208
12 O -0.649 -2.101 2.012
13 P 1.971 -0.067 -1.166
14 H 2.264 0.446 -2.343
15 H -3.575 -0.234 -0.210

Entry 2:
This record from OMol25 describes a 19-piece molecular cluster, C3H43O19 overall at a distorted geometry. The level of theory is wB97M-V/def2-TZVPD.

Output
LUMO level = 2.403 eV
net charge = -1
E_tot = -42713.380 eV
HOMO-LUMO gap = 8.7 eV
energy above the lowest of the compared OMol25 structures with the same formula, charge and spin = 1.209 eV
HOMO level = -0.2324 Ha

Cartesian coordinates (Å):
1 H -0.849 -0.766 -2.359
2 H 2.520 -2.793 -2.437
3 H 1.056 0.391 1.418
4 C 1.186 -0.449 0.693
5 H -3.955 1.744 -1.011
6 H 1.608 2.974 -0.370
7 H -2.210 1.110 -3.603
8 H -4.145 -0.729 -0.992
9 H -2.562 -0.940 1.301
10 O -2.564 -2.691 0.142
11 H 3.425 -1.951 -0.632
12 H 0.369 -0.664 4.841
13 H -1.652 1.082 4.005
14 H 0.224 -5.318 -0.573
15 H 1.666 2.032 -3.211
16 H -5.441 -0.120 -1.114
17 H -0.046 -3.990 1.621
18 H -0.866 1.756 -3.390
19 H 1.596 -1.154 1.396
20 H 4.070 0.114 0.099
21 H -1.831 -0.024 -1.014
22 O -0.103 -1.964 -0.700
23 H -2.133 -0.033 2.512
24 H -0.578 3.340 1.523
25 O -0.264 -4.706 -1.048
26 O 2.314 -1.946 -2.096
27 H 3.357 1.362 0.332
28 H -0.687 -1.024 1.203
29 H -0.390 3.714 -2.253
30 C -0.869 0.282 -0.505
31 O -3.574 2.582 -1.277
32 O -0.499 3.360 -1.390
33 O -4.570 0.092 -0.788
34 H -1.195 2.719 -1.359
35 H -3.328 2.453 -2.190
36 H 1.474 -2.041 -1.579
37 O 1.252 1.126 -3.484
38 O 3.889 -1.564 0.141
39 H 1.792 -0.073 -0.095
40 H -1.686 -2.434 -0.199
41 O 0.860 -0.624 4.040
42 H 0.607 -2.887 0.783
43 H 2.758 3.109 0.657
44 H 1.071 0.779 -2.630
45 O 4.277 1.025 0.355
46 O 2.176 2.085 3.115
47 H 0.128 -3.847 -0.817
48 O 2.055 2.529 0.340
49 H -1.159 1.081 0.132
50 O -0.803 -0.976 -3.303
51 O -1.744 1.936 -3.574
52 H -0.212 0.620 -1.285
53 H 3.100 2.155 3.267
54 O 0.723 -3.462 1.550
55 H 0.936 -1.522 3.779
56 O -0.844 1.325 3.479
57 H 0.885 3.377 1.399
58 O 0.188 3.743 1.925
59 H -0.222 0.646 3.783
60 H 0.040 -1.479 -3.326
61 H -3.009 -2.829 -0.678
62 H 2.084 1.678 2.270
63 H 3.411 -1.949 0.878
64 O -2.892 -0.485 2.095
65 C -0.214 -0.884 0.209

Entry 3:
This record from OMol25 describes C24H76ClN8O4 as an isolated structure at a distorted geometry. The level of theory is wB97M-V/def2-TZVPD.

Output
LUMO level = -9.744 eV
net charge = +3
E_tot = -58700.197 eV
HOMO-LUMO gap = 4.0 eV
energy above the lowest of the compared OMol25 structures with the same formula, charge and spin = 19.719 eV
HOMO level = -0.5064 Ha

Cartesian coordinates (Å):
1 O 0.318 0.431 0.557
2 C 3.056 0.637 -3.640
3 N 3.162 1.897 3.339
4 C -1.759 0.436 5.342
5 O 2.395 1.405 0.469
6 H 2.087 4.321 0.278
7 H -0.183 1.613 0.259
8 H -1.616 -2.807 3.900
9 N -1.450 0.651 3.906
10 H -1.483 -0.230 0.746
11 H 0.371 -3.675 -0.196
12 H -1.290 2.949 0.224
13 H -3.948 -1.874 -3.266
14 H -3.533 0.082 -4.595
15 H -0.426 -0.719 -2.552
16 H -2.402 1.574 7.022
17 H -0.170 3.038 4.652
18 H -3.320 1.691 3.625
19 N -1.482 -2.839 0.490
20 C -2.152 -0.517 -0.065
21 H -0.657 -0.454 2.248
22 H 2.213 1.262 -3.934
23 H 3.566 0.437 -4.583
24 H -0.497 -4.293 -2.347
25 C 0.446 -1.020 3.927
26 H 4.428 2.349 -3.357
27 C -1.240 -3.942 -1.631
28 H 3.329 4.034 -0.776
29 H 2.589 2.778 0.028
30 H -2.181 0.679 -1.176
31 C -2.945 -1.450 -3.212
32 O 0.902 1.677 2.328
33 H 2.794 1.335 2.585
34 H -1.630 2.399 1.852
35 H 2.576 -0.233 -0.879
36 H 5.109 -2.789 -3.711
37 C 3.673 -1.644 -2.732
38 H -1.530 2.569 5.937
39 H -2.459 -0.382 5.510
40 C -1.237 1.091 -1.534
41 H -0.653 1.485 4.144
42 C -2.283 1.782 5.959
43 H 0.301 -1.192 -0.561
44 H -3.345 0.128 3.020
45 H 5.014 -1.153 -4.311
46 H 0.224 3.166 0.737
47 H 0.328 2.394 3.264
48 H 1.453 -2.510 -1.031
49 H 3.824 -2.406 -4.847
50 H 4.937 0.876 -2.529
51 Cl 1.425 0.770 1.370
52 C 1.911 -0.371 -1.732
53 O 1.995 -0.399 1.997
54 H 1.093 0.225 -4.977
55 H 3.293 2.871 3.106
56 H 1.367 0.572 -1.788
57 C -2.960 -0.018 -3.673
58 H -0.567 1.077 -0.675
59 H 0.333 -1.793 -2.173
60 H -1.965 0.848 1.019
61 H -0.873 0.102 5.882
62 N -0.347 2.600 0.126
63 C -0.849 -0.571 3.315
64 C 0.980 -1.573 -1.324
65 H -0.782 -1.188 -4.927
66 H -1.767 0.012 -5.839
67 H 1.006 -1.737 3.326
68 H 1.178 -0.237 4.121
69 H 3.264 -2.574 -2.337
70 H -2.415 -2.027 -3.969
71 H 4.342 -1.294 -1.945
72 H -3.292 2.081 5.674
73 H 2.546 1.855 4.139
74 C 0.240 0.524 -5.586
75 N 0.091 2.164 4.219
76 C -2.615 -1.962 0.102
77 H 0.316 -1.338 4.962
78 H -2.542 -1.642 -2.218
79 C 4.409 -2.011 -4.017
80 H -3.131 -2.228 -0.822
81 N -1.608 0.489 -3.866
82 H -0.092 -2.203 -0.949
83 C -2.664 0.971 3.136
84 H 1.791 3.524 -1.153
85 H -2.902 -2.214 2.873
86 H -3.396 -1.953 0.863
87 C -2.316 1.557 1.769
88 H 0.949 1.849 4.649
89 C 4.073 1.485 -2.794
90 H -1.616 -1.346 3.312
91 H 3.636 1.884 -1.879
92 C -0.979 -2.721 1.835
93 C -1.028 -0.133 -5.050
94 H -0.308 -3.558 2.027
95 H -2.458 -3.933 2.938
96 H -0.468 -1.772 1.999
97 H -3.249 1.930 1.345
98 C -2.069 -2.916 2.915
99 H 0.008 2.809 -0.796
100 H -1.714 -4.840 -1.233
101 H 0.209 1.605 -5.724
102 H -3.456 0.560 -2.893
103 N 2.457 3.679 -0.409
104 H 4.050 1.499 3.610
105 H 0.260 0.720 -2.915
106 H -1.349 2.146 -1.783
107 H 0.479 0.142 -6.578
108 C -0.734 0.310 -2.736
109 H -1.933 -3.289 -2.161
110 C -0.503 -3.130 -0.550
111 H -1.622 -0.449 -1.015
112 H -2.993 0.174 -0.027
113 N 2.641 -0.650 -2.999

Entry 4:
This record from OMol25 describes C30H22N8ORe as an isolated structure at a distorted geometry. The level of theory is wB97M-V/def2-TZVPD.

Output
LUMO level (alpha / beta) = -7.083 / -8.183 eV
multiplicity = 4
net charge = +2
E_tot = -47549.163 eV
HOMO-LUMO gap (alpha / beta) = 6.3 / 5.6 eV
energy above the lowest of the compared OMol25 structures with the same formula, charge and spin = 1.236 eV
HOMO level (alpha / beta) = -0.4934 / -0.5078 Ha
expectation value of S² = 3.810

Cartesian coordinates (Å):
1 H -3.258 0.494 2.267
2 N 0.409 8.899 2.559
3 C 0.599 7.806 2.281
4 C 0.748 4.128 2.550
5 C -0.713 0.291 4.233
6 H 3.308 -2.049 1.969
7 C 4.103 -0.667 -0.867
8 N 5.022 -0.516 -1.807
9 C 0.553 -2.730 -1.672
10 C -0.645 -1.942 -1.385
11 C 0.263 -0.187 3.369
12 C -2.248 0.276 2.581
13 H -5.769 -1.465 -5.191
14 N -0.027 -0.464 2.092
15 C -1.868 -2.085 -2.028
16 Re 1.419 -0.752 0.523
17 C -5.641 -1.567 -4.123
18 H -5.443 -2.030 -0.357
19 C -4.301 -1.605 -2.143
20 C -1.315 -0.264 1.692
21 H 0.105 -3.409 -3.686
22 C -6.666 -1.950 -2.114
23 C 3.364 -1.047 1.521
24 H 0.494 3.345 3.247
25 C 2.543 -4.491 -1.875
26 C -2.880 -0.850 -0.232
27 C 4.554 -0.993 0.530
28 C 2.429 -3.663 -0.757
29 C 1.618 1.223 0.828
30 C 1.524 2.431 1.014
31 C 1.395 6.119 0.709
32 N -6.721 -1.795 -3.414
33 C 1.326 3.786 1.313
34 C 0.835 6.450 1.949
35 H 1.627 6.900 0.002
36 H 2.068 4.542 -0.561
37 H 1.286 -0.331 3.691
38 C 0.753 -3.493 -2.826
39 H 5.092 -1.944 0.499
40 H -0.494 0.499 5.268
41 C -3.001 -1.487 -1.469
42 H -3.750 -0.452 0.264
43 H 3.135 -3.728 0.058
44 H 4.756 -0.211 -2.732
45 H 3.584 -0.364 2.345
46 C 0.503 5.443 2.865
47 N 1.744 -4.354 -2.913
48 H -7.597 -2.157 -1.604
49 C -1.618 -0.724 0.339
50 H 6.006 -0.623 -1.616
51 N -1.946 0.542 3.832
52 C -5.466 -1.862 -1.421
53 H 3.297 -5.258 -1.940
54 H 5.267 -0.220 0.825
55 H 0.051 5.704 3.811
56 N 1.449 -2.777 -0.664
57 C 1.640 4.802 0.394
58 N -0.530 -1.188 -0.289
59 H -1.957 -2.691 -2.915
60 O 2.892 -0.556 -1.157
61 C -4.390 -1.468 -3.529
62 H -3.519 -1.272 -4.133

Entry 5:
This record from OMol25 describes a 2-piece molecular cluster, C5H14N2S overall. The level of theory is wB97M-V/def2-TZVPD.

Output
LUMO level = 0.743 eV
E_tot = -19226.633 eV
HOMO-LUMO gap = 9.9 eV
energy above the lowest of the compared OMol25 structures with the same formula, charge and spin = 0.663 eV
SMILES = C/N=C\N.CCCS
HOMO level = -0.3369 Ha

Cartesian coordinates (Å):
1 C -1.173 -1.494 -1.082
2 N 1.673 2.106 0.372
3 S -1.674 -3.222 1.051
4 H 0.237 -1.981 0.446
5 N -0.067 1.526 1.963
6 H -1.946 -4.338 0.348
7 H 0.634 -0.361 -1.362
8 H 1.407 0.242 1.158
9 H 0.391 -1.562 -2.603
10 C -0.127 -0.831 -1.981
11 H 2.075 4.085 0.815
12 H -1.942 -1.990 -1.674
13 H -0.568 -0.107 -2.663
14 H 0.040 -3.289 -0.681
15 H 0.358 3.665 1.025
16 H -0.749 0.846 1.654
17 C 1.245 3.496 0.418
18 H -1.634 -0.708 -0.484
19 C -0.506 -2.505 -0.164
20 H 1.102 3.861 -0.599
21 C 1.082 1.286 1.115
22 H 0.145 1.275 2.929

Entry 6:
This record from OMol25 describes the molecule C4H11NSi at a distorted geometry. The level of theory is wB97M-V/def2-TZVPD.

Output
LUMO level = 0.984 eV
E_tot = -13693.117 eV
HOMO-LUMO gap = 9.9 eV
energy above the lowest of the compared OMol25 structures with the same formula, charge and spin = 1.559 eV
SMILES = [H]/N=C/[Si](C)(C)C
HOMO level = -0.3265 Ha

Cartesian coordinates (Å):
1 H -0.536 2.153 1.216
2 H -0.474 -0.762 2.515
3 H 0.864 -0.277 -2.277
4 H -0.629 -2.118 1.595
5 H 1.812 -1.283 -0.996
6 H 1.889 0.539 -1.010
7 N 1.291 2.191 0.506
8 C 0.179 1.645 0.594
9 Si -0.153 -0.243 -0.044
10 C 1.284 -0.367 -1.238
11 H -2.234 0.427 -0.991
12 C -1.718 -0.472 -1.171
13 H -1.490 -0.649 -2.240
14 H 0.939 -1.350 1.907
15 C -0.156 -1.224 1.621
16 H -2.246 -1.349 -0.963
17 H 1.376 3.139 0.976